1.
Formula: C18H42ClNO16
Source: the OMol25 dataset
Level of theory: the ωB97M-V functional and the def2-TZVPD basis

LUMO = 0.1036 Ha
HOMO = 0.138 eV
net charge = -2
E = -2429.5738 Ha

Structure (XYZ):
```
78
Properties=species:S:1:pos:R:3:forces:R:3:lowdin_charge:R:1
O 0.412217 -4.247557 -0.479880 -0.276 -0.040 -0.092 -0.09
H -0.395025 6.002646 3.322435 -0.086 0.238 0.262 0.11
C -1.754014 -0.907651 5.121679 0.415 0.204 -0.882 -0.21
H 2.213366 -8.204286 -2.100479 0.024 -0.010 -0.198 0.08
H -0.731005 3.712888 4.015932 0.278 -0.800 -0.339 0.13
O 5.786700 2.211043 -1.119332 -1.526 0.586 0.129 -0.08
C -2.589536 -2.183777 5.180281 0.784 0.033 -0.686 -0.26
H 2.074168 3.609460 3.361847 0.092 -0.102 -0.037 0.08
H -6.830271 -3.612263 -3.701033 -0.071 0.457 0.066 0.09
C -5.756253 -1.937839 -3.724740 -0.964 0.257 1.594 -0.23
H 3.579456 3.232026 -2.392922 0.115 -0.404 0.053 0.12
H 5.033898 3.622387 0.319404 -0.349 -0.676 0.365 0.10
H 6.261159 -2.813988 3.798659 0.007 0.155 -0.120 0.08
H -0.196149 -0.125005 4.165629 -0.019 0.064 0.137 0.07
H -0.538482 4.653173 -4.469735 0.148 -0.268 -0.306 0.12
H -2.387148 3.642311 -3.120957 0.121 -0.124 0.198 0.12
H -1.588510 1.891386 -5.142466 0.267 -0.186 -0.105 0.10
N -1.756145 -0.195044 -0.438446 0.313 -0.406 0.148 0.36
C -6.102656 -1.464817 -2.287916 -1.172 0.487 -0.176 -0.27
C -1.560214 4.572269 -4.840678 0.001 -0.161 -0.621 -0.22
O -5.286371 -1.999851 -1.305342 2.025 -1.005 0.700 -0.07
O -5.923264 -3.325194 -3.829647 1.208 -0.785 -0.249 -0.05
C 0.470966 -4.681910 -2.856699 -0.229 1.592 6.866 -0.07
O -1.515746 2.218191 -4.242739 0.677 -1.286 -0.071 -0.04
H 5.434117 0.515918 2.797162 0.023 0.318 0.275 0.11
O 2.182214 -7.493190 -4.506851 -2.020 2.183 0.377 -0.17
H -7.091404 -1.792608 -1.966923 -0.683 0.386 -0.789 0.11
H 6.056792 -0.987273 2.191598 0.313 -0.158 -0.228 0.11
H 1.244896 5.753607 2.830679 0.212 -0.401 -0.402 0.11
H -1.321162 0.172541 -1.272580 0.218 0.254 -0.374 0.15
C 0.862275 -5.477206 -3.835968 -1.443 -0.267 -4.298 -0.46
H -2.428758 -0.081926 4.895834 -0.197 0.110 0.185 0.11
H -3.518371 -2.011529 5.724067 -0.068 0.391 0.180 0.11
O 1.398286 -6.878378 -0.017424 0.084 0.800 -0.079 -0.07
O 4.037291 -0.828831 2.137081 -1.410 -0.966 0.134 -0.03
C 5.286984 -1.149904 4.165570 0.508 0.210 -0.708 -0.24
O -1.871417 -3.250483 5.764141 -0.053 -0.122 0.585 -0.06
H -4.735257 -1.578615 -3.853744 0.252 -0.869 -0.510 0.12
H 3.119319 4.405715 -1.196095 0.810 0.599 -0.232 0.11
H -1.255665 -0.723155 6.073361 -0.198 -0.149 0.253 0.11
C -2.240119 3.373712 -4.167064 -0.704 2.238 0.284 -0.30
C 0.296833 4.055011 3.895059 0.849 2.125 -0.430 -0.25
H 2.202887 3.211108 -0.074697 -0.437 -0.527 0.335 0.07
C 1.720244 -7.269736 -2.323728 -1.468 2.658 2.887 -0.05
H -2.415657 4.408945 -6.604458 -0.121 0.036 0.019 0.07
H -2.006143 5.540163 -4.611689 -0.490 -0.104 0.283 0.11
H 0.603380 4.459011 4.859889 -0.030 -0.022 0.425 0.11
H -6.389151 -1.500055 -4.496675 -0.042 0.780 0.252 0.11
O -1.511556 4.433441 -6.282588 0.368 -0.157 0.670 -0.08
C 0.673207 -4.991133 -1.439951 0.732 -0.282 -1.682 -0.37
H -0.042601 -3.748896 -3.035969 -0.075 0.105 -0.358 0.08
C 3.580067 3.425719 -1.320275 0.424 0.008 0.363 -0.23
O 5.398212 -2.572891 4.143347 -0.894 0.450 0.515 -0.05
O 1.249187 3.124884 3.440539 -0.423 -0.961 0.169 -0.06
C 5.020662 3.406701 -0.748959 0.857 -0.175 -0.519 -0.21
H -3.247040 3.253845 -4.566912 -0.282 -0.032 -0.242 0.12
O -0.732239 -0.916853 4.080972 -0.926 -0.710 0.423 -0.08
H -5.778086 -2.153067 -0.495192 0.024 0.017 -0.191 0.09
C 1.328833 -6.430282 -1.176643 -0.372 -1.742 -0.419 -0.36
C 1.554767 -6.776735 -3.591640 3.738 -3.482 -2.181 -0.39
H -1.052278 -0.619868 0.148231 0.673 -0.291 0.306 0.15
H -5.999367 -0.386754 -2.164542 -0.470 0.388 -0.655 0.11
H 4.414490 -0.739818 4.674171 -0.330 -0.987 0.273 0.12
O 2.655422 2.581218 -0.640431 0.388 -0.073 -0.027 -0.06
H 6.145346 -0.755256 4.709228 0.265 0.324 -0.075 0.10
C 0.283055 5.249004 2.922018 -1.906 -0.590 -0.033 -0.24
O 0.457411 -5.093124 -4.980076 1.096 -1.193 -0.839 -0.10
H -2.218334 0.526867 0.095710 -0.583 0.536 0.189 0.13
H -2.376366 -0.949560 -0.695605 -0.667 -0.325 -0.197 0.14
H -2.850100 -2.570679 4.195135 -0.183 0.790 -0.489 0.12
H 6.645139 2.178193 -0.690828 -0.124 0.329 0.212 0.07
O -0.239049 4.840996 1.643077 1.253 0.495 0.274 -0.08
H 5.594926 4.253879 -1.123954 -0.269 0.327 -0.572 0.10
Cl -4.383072 3.181685 1.606527 0.424 -0.176 -0.121 -0.91
C 5.234869 -0.555148 2.762404 0.875 0.421 -0.163 -0.30
H -1.104983 4.453005 1.788666 -0.403 -0.101 0.007 0.06
H 3.665921 -0.201747 1.512234 0.655 0.287 0.080 0.09
H -2.459999 -3.989072 5.591904 0.445 -0.524 0.224 0.08
```
Positions in Å, forces in eV/Å.

2.
Formula: C18H42F2O22P4
Source: the OMol25 dataset
Level of theory: the ωB97M-V functional and the def2-TZVPD basis

LUMO (alpha / beta) = -0.0979 / -0.3691 Ha
multiplicity = 2
HOMO (alpha / beta) = -12.527 / -12.527 eV
net charge = +1
E = -3931.3491 Ha
⟨S²⟩ = 0.76

Structure (XYZ):
```
88
Properties=species:S:1:pos:R:3:forces:R:3:lowdin_spin:R:1
O 2.544614 5.472486 -0.330332 -0.186 -0.257 -0.031 0.00
H -6.486821 1.411794 -1.156409 0.233 -0.066 1.000 0.00
H 2.960112 3.705414 -2.291153 -0.149 0.217 0.420 0.00
H 2.390127 1.490616 1.791776 0.156 0.353 0.121 0.00
H 0.677358 1.878582 1.644527 -0.099 -0.506 -0.605 0.00
O -3.543512 -5.900397 -2.229947 0.416 -0.974 -2.288 0.00
O 1.152349 0.008982 2.297945 -0.030 -1.715 1.060 0.00
H -1.202427 4.639343 0.031508 0.193 0.381 -0.165 0.00
O -1.917178 -3.083044 -0.331274 0.922 -0.526 -0.927 0.00
O -0.207553 -0.822720 4.200540 1.625 0.923 0.267 0.00
H -1.829490 0.059986 -2.501561 0.192 -1.144 0.151 0.00
H -6.540836 -4.965933 -2.453892 -0.526 -0.062 1.398 0.00
H -0.309371 -3.508966 3.094548 0.313 0.039 0.482 0.00
C -3.939513 -6.076731 -0.982457 4.655 1.442 1.170 0.00
C -1.518475 0.198093 -1.466048 0.643 0.877 0.426 0.00
H 0.425930 -3.836800 1.600198 1.447 0.387 -0.017 0.00
H -0.366550 -2.310731 1.896196 0.168 0.109 -0.312 0.00
C -5.769704 -5.694889 -2.204724 -0.348 0.633 -0.471 0.00
O 0.530367 -3.020589 -0.870631 -1.539 -0.588 -0.256 0.00
C -6.042009 2.406588 -1.181040 -0.869 2.336 0.023 0.00
O 2.179475 5.585765 -2.898088 -1.076 -1.006 2.299 0.00
H -0.709777 0.677726 5.829271 -0.779 0.369 -1.623 0.00
C 1.772923 -2.565407 -1.327446 0.903 1.384 -0.036 0.00
C 2.824269 6.235815 0.826912 1.028 1.168 1.411 0.00
O 5.555796 -0.570654 1.209997 1.196 -0.265 -3.265 0.11
H 3.664972 1.018477 -2.183412 0.525 -0.632 0.077 0.00
P 1.323853 -0.893731 3.630960 -1.258 -0.581 -0.911 0.00
P 1.406440 5.780409 -1.424752 1.182 0.893 -1.272 0.00
H 2.015325 -1.725062 -0.676938 0.416 -0.113 0.095 0.00
O -5.410002 3.458853 0.822168 -0.494 -0.527 0.759 0.00
O 0.843399 7.129476 -1.366500 -0.079 -0.710 0.239 0.00
H 5.234807 -1.363388 3.102937 0.386 0.517 -0.199 0.00
O 3.661416 -0.153236 -0.379014 3.290 -1.627 -0.231 0.05
H 2.346425 3.716512 -3.890481 -0.109 0.500 -0.339 0.00
H 4.142328 -1.976536 1.933930 -0.076 0.068 -0.578 0.00
H -3.926734 -3.548972 -0.023326 0.363 -0.027 0.099 0.00
H 6.598971 -3.609409 -1.274081 -0.906 -0.324 -0.089 0.00
H 0.504811 -0.336207 6.109095 0.095 -0.979 0.112 0.00
H 3.305759 1.886028 -0.746649 -0.061 -0.279 0.544 0.00
H 3.114679 5.656302 1.703229 -0.557 -1.059 -0.303 0.00
C 4.692221 -1.074620 2.202763 -1.310 -0.460 1.519 0.02
H -4.717235 -6.017581 -4.007692 0.179 0.261 0.119 0.00
O -3.291243 2.483303 0.761690 -3.679 0.716 -0.395 0.00
H -0.426659 3.117269 0.016854 0.416 -0.042 -0.300 0.00
H -6.271513 2.745012 -2.191430 0.437 0.263 0.037 0.00
H 7.221111 -2.504284 -0.231691 -0.388 0.748 0.596 0.00
H -1.175559 -1.043808 5.949773 0.248 0.235 0.304 0.00
O 0.454321 4.517510 -1.258762 0.140 -0.156 -0.254 0.00
P 5.186846 -0.745198 -0.357495 -4.841 -0.286 4.845 0.02
O 2.456945 -0.526813 4.520749 -1.320 -0.572 -1.078 0.00
F -7.671672 3.378857 0.361793 -0.783 -0.702 1.200 0.00
H 2.083890 6.940306 1.205905 -0.611 -0.249 -0.742 0.00
C -4.421947 2.711362 0.278058 5.469 1.382 4.778 0.00
C 3.198652 0.902895 -1.205003 -0.943 1.291 -1.392 0.00
H 3.733635 6.833898 0.768210 0.044 0.171 -1.037 0.00
O -3.096451 -6.207456 -0.092732 -3.156 -0.411 -1.435 0.00
H -6.489800 4.525559 -0.587606 0.598 0.087 -0.045 0.00
O 1.427948 -2.359871 2.918380 0.784 0.980 0.787 0.00
C -4.662278 -5.440829 -3.084421 4.113 0.721 0.209 0.00
H 3.968797 -0.296244 2.445399 0.009 -0.049 0.176 0.01
H 0.361390 4.472425 0.860573 0.159 0.064 -0.141 0.00
H -0.733370 0.951715 -1.527449 -0.087 0.220 0.163 0.00
H 1.827253 -2.169447 -2.341537 -0.737 -0.148 -0.295 0.00
O 6.108311 0.050810 -1.216231 1.478 0.757 -1.217 0.66
O -1.192908 -2.374904 -2.814187 0.978 -0.252 2.915 0.00
H 3.891445 4.555828 -3.461869 -0.204 0.210 -0.339 0.00
F -6.172178 -6.915995 -2.560710 -1.446 -1.797 0.479 0.00
P -0.855082 -2.380833 -1.335796 -2.554 0.790 -1.239 0.00
H 2.151975 0.709476 -1.439872 -0.031 -0.051 0.421 0.00
C 1.413680 1.359487 2.258105 0.131 2.270 -0.956 0.00
C 6.290383 -3.048513 -0.391888 2.039 -1.685 0.199 0.01
O -5.204018 -5.719792 -0.919545 -3.225 0.078 1.399 0.00
O 5.123283 -2.296430 -0.620308 -0.555 2.543 -1.039 0.10
H -2.367736 0.624496 -0.932162 0.175 -0.209 0.306 0.00
C -3.327846 -2.717810 -0.395613 0.791 -0.050 -0.072 0.00
C 0.315361 -3.039205 2.334853 -2.530 0.436 0.425 0.00
C -0.212796 4.185434 -0.020362 -0.461 0.059 0.060 0.00
H 1.329985 2.010732 3.128154 0.381 -0.893 0.908 0.00
H -4.366557 -4.397387 -3.193420 -0.625 0.103 -0.608 0.00
H 2.564262 -3.314464 -1.299489 -0.475 -0.370 0.466 0.00
O -4.645109 2.474024 -0.922592 -1.069 -2.744 -5.299 0.00
H -3.464732 -1.849485 0.248885 -0.134 0.061 -0.169 0.00
O -0.923031 -0.892430 -0.683563 0.039 -0.141 -1.618 0.00
C 2.863092 4.347080 -3.166910 0.193 -0.248 0.483 0.00
C -0.437109 -0.342847 5.560592 0.719 -0.902 0.919 0.00
H 6.071224 -3.692404 0.459866 0.202 -0.111 -0.184 0.00
C -6.453151 3.538526 -0.126614 0.231 -0.738 -2.100 0.00
H -3.612583 -2.521196 -1.429234 0.003 0.191 0.007 0.00
```
Positions in Å, forces in eV/Å.

3.
Formula: C18H42F6LiN2O8P
Source: the OMol25 dataset
Level of theory: the ωB97M-V functional and the def2-TZVPD basis

LUMO = -0.0081 Ha
energy above the lowest of the compared OMol25 structures with the same formula, charge and spin = 0.0 kJ/mol
HOMO = -8.926 eV
E = -2370.8396 Ha

Structure (XYZ):
```
78
Properties=species:S:1:pos:R:3:forces:R:3:lowdin_charge:R:1
H 1.778135 -2.160419 -0.168083 0.179 0.135 0.252 0.13
H -0.903414 -2.201953 -1.278741 0.083 0.460 -0.170 0.11
C -0.596511 4.822820 3.235018 -0.055 0.836 -0.167 -0.21
H -1.105172 2.804124 1.639504 -0.297 0.037 -0.231 0.13
P -2.531592 -1.466036 -4.459797 -0.054 0.501 -0.314 0.15
H 0.554670 2.384551 3.052848 0.041 0.238 0.192 0.13
F -2.859591 -0.460358 -5.666048 0.125 -0.021 0.072 -0.14
H 0.268630 -1.329396 0.113233 -0.033 0.018 0.246 0.08
H 2.216759 0.788656 2.684363 0.070 0.091 -0.043 0.09
H 1.391911 -4.669222 1.107404 -0.450 -0.185 0.084 0.12
H -1.129837 -3.818765 -1.643396 0.351 -0.297 0.031 0.13
H 2.209165 3.068150 -0.028077 -0.148 0.006 -0.301 0.08
O -3.274099 0.932590 -0.783917 0.183 0.032 0.715 -0.03
C 1.369928 2.667583 2.393010 -0.401 -0.170 -0.263 -0.15
C 1.173919 -2.113392 1.939131 0.589 -0.760 -0.369 -0.04
H -1.562976 3.818866 5.546020 -0.058 0.158 -0.116 0.10
H -0.404256 4.104505 -1.061269 -0.173 -0.003 -0.256 0.08
H -1.481895 -2.641449 1.020738 0.204 -0.058 0.412 0.10
H 2.739655 -5.175521 -3.846970 -0.390 -0.093 -0.079 0.09
H -0.180438 1.968594 0.457223 0.140 0.172 -0.311 0.10
C 0.884503 -2.160238 0.454183 -0.190 -0.199 -0.356 -0.16
H 2.605016 1.969422 -1.931138 0.232 -0.028 -0.220 0.09
H 0.024882 -5.880224 -1.399555 0.440 0.150 -0.272 0.08
H 1.427260 -2.290102 -2.363930 -0.194 0.154 0.062 0.13
C -1.061324 -3.642901 0.861294 -0.520 1.562 -0.771 0.02
C 2.304734 -4.183782 -3.704649 1.143 -0.020 -0.603 -0.12
H 1.801571 -2.970390 2.203244 -0.055 0.100 0.207 0.08
N 0.143063 -3.419627 0.002245 0.509 0.299 -0.115 -0.25
H 2.561108 4.519832 0.919164 0.088 -0.067 -0.110 0.12
O -1.749079 -0.307625 0.219804 0.275 -0.410 0.759 -0.11
C 0.626306 -3.022409 -2.544997 1.193 0.155 0.040 -0.16
H -0.898801 5.867769 3.413267 -0.118 -0.101 -0.021 0.14
C 1.785351 3.973842 0.379463 0.581 0.059 0.379 0.02
C 0.835273 1.644901 -2.266814 -1.619 -0.997 0.950 -0.80
H 1.103569 -6.725257 -0.248903 0.203 0.117 -0.232 0.09
H 1.974826 -4.387905 -0.453883 -0.310 0.188 -0.495 0.13
F -0.991647 -1.612864 -4.974010 0.015 -0.066 0.034 -0.17
Li -1.186178 0.517425 -1.569954 -0.319 0.016 -0.609 0.65
O 1.942347 2.434807 -2.455794 -0.184 -0.191 -0.061 0.07
H -1.003899 5.507363 5.722446 0.045 0.018 0.005 0.09
C -0.683313 4.474572 5.559917 -0.374 -0.365 0.167 -0.09
H -1.850416 -4.087628 0.260834 0.269 -0.807 0.265 0.12
O -0.259027 1.933263 -2.759534 0.657 0.868 -0.277 -0.02
H 1.776214 -1.234688 2.152642 -0.240 0.051 0.069 0.05
F -2.951415 -2.728181 -5.350150 -0.073 -0.212 -0.105 -0.15
O 0.955616 0.656077 -1.460836 0.821 0.228 0.142 -0.12
H 0.003910 5.534216 1.258323 -0.317 0.105 0.194 0.14
C 1.045929 -4.603145 0.072023 0.924 -0.128 0.268 -0.18
H 0.081213 -2.704277 -3.432579 -0.197 0.169 0.157 0.11
H -1.830909 3.083556 -0.838378 0.249 -0.145 -0.136 0.08
F -2.050451 -0.205593 -3.526504 0.118 -0.077 0.277 -0.20
F -4.018617 -1.312383 -3.891835 -0.227 -0.025 0.068 -0.14
C 0.420116 -5.890561 -0.391331 -0.999 -0.440 0.680 -0.05
N 0.764495 3.608962 1.385294 -0.603 0.485 0.093 -0.26
H 1.203637 0.795864 1.270395 -0.025 0.195 -0.139 0.06
H -0.067076 4.134553 6.388269 0.169 0.165 -0.052 0.09
H -1.511510 4.279482 2.973536 0.060 -0.178 0.211 0.13
H 1.318394 5.323841 2.400112 -0.153 0.167 0.250 0.14
C -0.470331 2.971729 0.769242 0.217 -0.745 0.595 -0.15
H 1.389439 4.617215 -0.393284 -0.157 -0.099 -0.093 0.11
H 3.167648 -3.584046 -3.358692 -0.432 0.212 0.305 0.09
H -0.446301 -6.138599 0.236054 0.150 0.064 0.071 0.08
C -2.916957 0.158151 0.132483 -0.062 0.357 -1.428 -0.79
F -2.188064 -2.471852 -3.217596 0.049 -0.178 0.221 -0.18
H 2.097095 3.255312 2.947959 0.073 -0.099 0.080 0.14
H 2.829147 1.490471 1.206085 -0.041 0.163 -0.037 0.09
O 0.067013 4.342474 4.372775 0.184 -0.214 -0.105 -0.20
H 0.273449 -2.152388 2.543203 -0.036 0.312 0.060 0.09
H -4.639899 0.223380 0.655258 -0.274 -0.156 0.266 0.11
C -0.334625 -3.112228 -1.395082 -1.333 -0.552 -0.381 -0.10
C -1.124508 3.746828 -0.334986 -0.740 0.131 0.127 -0.03
O 1.252435 -4.277110 -2.801831 -0.373 -0.170 0.518 -0.20
O -3.876989 -0.236147 1.033887 0.571 0.227 -0.308 0.07
H -1.771931 4.550136 0.028092 0.363 0.221 0.085 0.09
C 0.362834 4.911928 2.074545 0.790 -0.572 -0.477 -0.08
C 1.933606 1.391549 1.815852 0.314 -0.472 0.328 -0.06
H 2.022363 -3.769148 -4.678496 -0.247 -0.088 0.060 0.10
H -0.774088 -4.131515 1.780634 -0.197 -0.238 0.029 0.11
```
Positions in Å, forces in eV/Å.

- The lowest E belongs to which entry?
  C18H42F2O22P4

- What is the E in the second record?
  -3931.3491 Ha